C31H44HgN4P2 as an isolated structure at a distorted geometry, computed with ωB97M-V/def2-TZVPD.

The LUMO energy comes out at 0.463 eV. The net charge is 0. The relative energy (zero: lowest compared OMol25 entry of this formula, charge and spin) is 0.0 kcal/mol. The value obtained for the HOMO-LUMO gap is 8.806 eV.

Element x y z (Å)
Hg (0.19967, -1.98782, 0.86604)
C (-1.25981, 2.40652, -1.04563)
C (-1.68382, 1.61894, -2.04499)
C (-1.02051, 1.31379, -3.36565)
C (0.18840, 0.34508, -3.39124)
C (1.44159, 0.75051, -2.68938)
C (1.66174, 1.86542, -1.98986)
C (0.95757, 3.18187, -2.13804)
C (-0.17667, 3.44659, -1.11010)
C (2.16782, -2.69133, 0.59050)
H (-1.83520, 2.43933, -0.10546)
H (-2.69460, 1.18618, -1.95632)
H (-0.78215, 2.23151, -3.92147)
H (-1.81466, 0.78720, -3.92058)
H (-0.14195, -0.61866, -2.95868)
H (0.43598, 0.11408, -4.44802)
H (2.22959, -0.01500, -2.70928)
H (2.46306, 1.87721, -1.23788)
H (0.59497, 3.32787, -3.16391)
H (1.71000, 3.97261, -1.95863)
H (0.26802, 3.55684, -0.11029)
H (-0.59501, 4.44376, -1.33282)
H (2.78370, -2.53909, 1.48915)
H (2.59008, -2.13395, -0.25485)
H (2.10633, -3.76980, 0.36018)
P (1.31633, -1.14656, -8.05449)
P (-1.85395, -0.80599, -7.81990)
N (2.77349, -0.16500, -8.12712)
N (1.97862, -2.43083, -9.11333)
N (-2.00486, 0.95677, -7.72482)
N (-3.52188, -1.06367, -8.31497)
C (0.39394, -0.24446, -9.39746)
C (-1.04981, -0.76958, -9.49474)
C (3.36012, 0.37696, -6.97265)
C (4.39043, 1.22296, -7.35514)
C (4.45327, 1.20889, -8.78812)
C (3.44435, 0.36440, -9.23675)
C (2.17071, -3.74273, -8.65509)
C (2.75583, -4.49249, -9.67295)
C (2.92287, -3.62499, -10.80349)
C (2.41699, -2.37954, -10.43945)
C (-1.70688, 1.60138, -6.52298)
C (-1.88596, 2.97185, -6.68104)
C (-2.23561, 3.18893, -8.05221)
C (-2.26082, 1.94627, -8.67528)
C (-4.35843, -0.34276, -9.17942)
C (-5.48490, -1.10631, -9.45700)
C (-5.34396, -2.34962, -8.74702)
C (-4.14188, -2.30248, -8.05991)
H (0.88704, -0.34211, -10.37741)
H (0.41259, 0.82571, -9.12373)
H (-1.63751, -0.17514, -10.21292)
H (-1.05470, -1.81800, -9.84066)
H (2.97041, 0.10080, -6.00130)
H (5.02402, 1.79787, -6.69301)
H (5.14719, 1.74989, -9.41752)
H (3.15714, 0.11004, -10.24474)
H (1.86538, -4.01011, -7.65425)
H (3.03458, -5.53443, -9.62070)
H (3.36532, -3.87090, -11.75692)
H (2.32135, -1.48749, -11.03913)
H (-1.37376, 1.00313, -5.69407)
H (-1.78561, 3.71459, -5.90378)
H (-2.44678, 4.13927, -8.52158)
H (-2.43288, 1.70209, -9.71543)
H (-4.10758, 0.65199, -9.51061)
H (-6.30488, -0.81418, -10.09751)
H (-6.04392, -3.17308, -8.75844)
H (-3.65446, -3.01608, -7.41037)
C (-1.26018, 0.97333, 2.58265)
C (-1.58719, -0.48922, 2.89248)
C (-2.82146, -0.53855, 3.80534)
C (-1.68982, -1.32706, 1.61209)
H (-2.12211, 1.48449, 2.13164)
H (-0.41409, 1.08464, 1.89580)
H (-1.00718, 1.50727, 3.50802)
H (-0.75626, -0.88944, 3.49206)
H (-3.67352, -0.01588, 3.35518)
H (-3.12662, -1.56675, 4.03080)
H (-2.59319, -0.04484, 4.75930)
H (-2.22304, -2.27059, 1.79039)
H (-2.13912, -0.77562, 0.77889)

Cartesian forces, eV/Å:
Hg 0.10 0.22 0.97
C -0.66 0.35 -0.29
C -0.10 0.13 0.71
C -0.40 -0.21 -0.46
C -0.28 0.14 -0.56
C 0.30 -0.12 0.57
C 0.37 -0.06 0.08
C -0.39 0.59 0.48
C 0.83 -0.23 0.00
C -0.20 -0.17 -0.43
H 0.01 -0.02 -0.65
H 0.73 -0.21 0.36
H -0.15 -0.34 0.08
H 0.36 0.33 0.02
H 0.20 0.31 -0.08
H -0.25 0.06 0.28
H -0.43 0.06 0.50
H 0.10 -0.05 -0.68
H 0.15 -0.05 0.40
H -0.24 -0.31 -0.23
H 0.01 -0.08 -0.15
H -0.18 -0.39 0.06
H -0.26 -0.02 -0.30
H 0.18 -0.34 0.19
H 0.28 0.48 0.01
P 2.15 0.00 -2.30
P -1.54 1.92 -1.45
N 0.24 0.80 0.61
N -0.61 -0.86 0.16
N 1.06 0.49 0.72
N -0.56 -0.99 -0.11
C -0.35 0.10 0.19
C 0.11 -0.49 -0.02
C 0.36 0.31 -0.98
C -0.66 -0.57 -0.05
C -1.04 -0.77 0.16
C 0.45 0.49 0.91
C 0.46 0.17 -1.20
C -0.40 0.95 0.52
C -0.67 0.86 1.02
C 0.21 -1.06 0.20
C -0.55 0.73 -0.82
C 0.12 -1.18 -0.20
C 0.14 -1.14 0.02
C -0.01 0.48 0.58
C -0.43 -0.97 0.08
C 1.19 0.01 0.64
C 0.79 0.44 0.16
C -0.48 0.81 -0.70
H -0.14 0.08 0.52
H -0.10 -0.36 -0.03
H 0.13 -0.33 0.33
H 0.05 0.29 -0.05
H 0.14 0.10 -0.11
H -0.10 -0.16 -0.05
H -0.11 -0.08 0.10
H 0.13 0.09 0.24
H 0.10 -0.01 -0.08
H -0.05 0.09 0.07
H -0.10 0.02 0.05
H 0.10 -0.24 0.11
H -0.16 0.14 -0.08
H 0.07 -0.04 -0.10
H 0.06 -0.14 -0.01
H 0.00 0.13 0.27
H -0.10 -0.22 0.12
H 0.08 0.02 0.13
H 0.11 0.08 0.09
H -0.12 0.04 -0.07
C 0.09 0.16 0.16
C 0.28 0.08 0.10
C 0.00 -0.07 -0.05
C 0.21 -0.26 -0.55
H 0.12 -0.17 0.05
H -0.06 -0.11 0.04
H -0.07 -0.03 -0.18
H -0.08 0.08 -0.02
H 0.08 -0.11 -0.01
H 0.06 0.13 -0.09
H -0.08 -0.06 -0.17
H -0.21 0.32 -0.09
H -0.42 -0.08 0.31